The following is a DFT calculation (ωB97M-V/def2-TZVPD) of 3 unconnected molecules or ions with the total composition C13H24F3O7S3 in a non-equilibrium geometry.

```
50
Properties=species:S:1:pos:R:3:mulliken_charge:R:1
C 1.91 -2.08 -1.17 -0.609
C 1.25 -1.63 -2.45 -0.322
O 1.57 -0.33 -2.89 -0.457
C 2.96 -0.08 -3.12 -0.487
C 3.60 -1.13 -4.01 -0.627
S 5.29 -0.95 -4.14 1.150
O 6.03 -2.18 -4.30 -0.708
O 5.70 0.09 -5.08 -0.716
C 5.92 -0.30 -2.50 0.549
F 5.43 -0.95 -1.44 -0.225
F 7.26 -0.45 -2.49 -0.249
F 5.66 1.01 -2.36 -0.228
H 1.47 -1.65 -0.28 0.120
H 1.77 -3.15 -1.08 0.376
H 2.98 -1.92 -1.14 0.179
H 1.40 -2.37 -3.23 0.314
H 0.17 -1.61 -2.27 0.218
H 2.98 0.91 -3.58 0.371
H 3.46 0.02 -2.17 0.301
H 3.29 -0.97 -5.04 0.108
C -3.18 -1.51 0.95 -0.843
C -3.00 -1.76 2.46 -0.116
C -1.81 -2.71 2.62 -0.976
S -0.74 -2.42 1.20 1.256
O -0.71 -3.62 0.40 -0.672
O 0.47 -1.78 1.66 -0.714
C -1.79 -1.22 0.39 -0.459
H -3.87 -0.69 0.75 0.415
H -3.58 -2.41 0.47 0.360
H -2.79 -0.82 2.96 -0.102
H -3.90 -2.18 2.90 0.408
H -1.24 -2.51 3.53 0.420
H -2.11 -3.75 2.59 0.346
H -1.71 -1.35 -0.69 0.450
H -1.44 -0.24 0.68 0.236
C -1.80 4.18 1.67 -0.561
C -3.25 3.94 1.25 -0.704
C -3.60 2.49 1.60 -0.466
S -2.56 2.06 3.00 1.074
O -1.64 1.03 2.59 -0.552
O -3.37 1.90 4.18 -0.739
C -1.67 3.61 3.08 -0.797
H -1.53 5.24 1.65 0.351
H -1.12 3.66 1.00 0.318
H -3.91 4.62 1.79 0.289
H -3.40 4.13 0.19 0.344
H -4.64 2.37 1.89 0.408
H -3.35 1.81 0.79 0.200
H -0.65 3.42 3.39 0.406
H -2.18 4.23 3.82 0.363
```

Calculated values
Net charge: -1

The following is a DFT calculation (ωB97M-V/def2-TZVPD) of a molecular structure, C33H37N7O7OsP2 in a non-equilibrium geometry.

```
87
Properties=species:S:1:pos:R:3:mulliken_spin:R:1
Os 1.49 0.75 1.25 2.503
C 3.51 -0.21 -0.05 0.255
C 2.43 0.29 -0.82 -0.104
C 1.49 -0.65 -1.54 -0.023
C 0.32 -1.20 -0.73 0.153
C 0.40 -1.11 0.78 0.049
C 1.52 -1.56 1.51 0.070
C 2.62 -2.41 0.92 0.022
C 3.72 -1.67 0.12 -0.003
C 0.32 1.77 2.48 0.018
H 4.41 0.40 0.04 0.009
H 2.60 1.24 -1.32 -0.029
H 2.03 -1.50 -2.00 0.001
H 1.07 -0.05 -2.37 -0.027
H -0.58 -0.65 -1.06 -0.105
H 0.14 -2.24 -1.03 -0.005
H -0.57 -1.16 1.31 -0.100
H 1.39 -1.71 2.59 -0.004
H 2.17 -3.21 0.30 -0.003
H 3.13 -2.90 1.76 0.002
H 4.67 -1.82 0.66 -0.004
H 3.81 -2.18 -0.86 0.005
H 0.82 2.68 2.88 0.023
H 0.06 1.15 3.35 0.031
H -0.62 2.08 2.01 0.015
P -2.69 -0.09 0.88 0.017
P -1.31 0.91 -2.72 0.007
N -3.42 -1.65 1.47 -0.030
N -4.15 0.83 1.31 0.002
N -1.50 -0.55 -3.73 -0.003
N -1.85 1.96 -4.13 0.003
C -3.06 -0.41 -0.90 -0.008
C -2.93 0.82 -1.82 -0.006
C -3.38 -2.03 2.82 0.365
C -3.68 -3.39 2.91 0.136
C -3.99 -3.85 1.60 0.132
C -3.84 -2.76 0.74 0.324
C -4.29 1.62 2.46 0.005
C -5.60 2.06 2.54 -0.001
C -6.31 1.51 1.42 0.006
C -5.41 0.74 0.70 0.003
C -0.45 -1.42 -4.07 0.000
C -0.96 -2.55 -4.69 0.001
C -2.37 -2.37 -4.79 0.000
C -2.68 -1.16 -4.18 0.001
C -2.34 1.71 -5.43 0.000
C -2.85 2.89 -5.98 0.000
C -2.66 3.92 -5.00 0.000
C -2.04 3.33 -3.90 0.001
H -4.07 -0.83 -1.00 0.003
H -2.39 -1.20 -1.27 0.014
H -3.77 0.86 -2.54 0.000
H -2.99 1.76 -1.24 0.005
H -3.11 -1.31 3.59 0.013
H -3.68 -4.00 3.80 0.001
H -4.27 -4.85 1.31 -0.001
H -3.99 -2.72 -0.32 0.052
H -3.44 1.78 3.10 0.000
H -6.03 2.70 3.31 0.000
H -7.36 1.66 1.18 0.000
H -5.56 0.15 -0.19 -0.002
H 0.57 -1.12 -3.93 -0.002
H -0.37 -3.40 -5.03 0.000
H -3.07 -3.04 -5.27 0.000
H -3.63 -0.68 -4.04 0.000
H -2.26 0.73 -5.88 0.000
H -3.30 3.00 -6.96 0.000
H -2.93 4.97 -5.09 0.000
H -1.69 3.76 -2.98 0.000
O 8.76 2.59 2.83 0.003
N 8.25 1.56 3.31 -0.001
O 8.89 0.78 4.06 0.001
C 6.86 1.25 3.03 0.010
C 6.07 2.14 2.29 -0.011
C 4.68 1.92 2.18 -0.039
C 4.06 0.80 2.84 0.027
O 2.80 0.49 2.76 0.154
C 4.92 -0.11 3.53 0.029
C 6.29 0.10 3.60 -0.002
N 4.32 -1.33 4.10 -0.002
O 4.92 -2.41 3.90 0.000
O 3.26 -1.22 4.73 0.003
N 3.97 2.66 1.20 0.003
O 4.56 3.58 0.62 0.039
O 2.71 2.42 0.89 -0.002
H 6.54 2.94 1.73 0.001
H 6.93 -0.59 4.14 0.000
```

Calculated values
Relative energy (zero: lowest compared OMol25 entry of this formula, charge and spin) in kcal per mole: 6.9
Net charge: +2
Multiplicity: 5

The following is a DFT calculation (ωB97M-V/def2-TZVPD) of a molecular structure, C6H10N2O.

```
19
Properties=species:S:1:pos:R:3:mulliken_charge:R:1
C 0.55 -1.43 0.77 -1.220
C -2.28 -0.13 -0.01 -1.259
C 0.12 -0.76 -1.58 -0.185
C 0.67 -0.38 -0.33 1.615
C -1.00 0.59 -0.24 0.469
N 2.61 0.37 0.64 -0.581
C -0.73 1.88 -0.25 -0.996
N 1.73 0.43 -0.53 -0.773
O -0.32 -0.94 -2.63 -0.279
H 3.55 0.25 0.27 0.231
H 2.60 1.29 1.06 0.196
H 0.55 -0.92 1.73 0.313
H -0.36 -2.03 0.68 0.409
H 1.42 -2.08 0.74 0.391
H -3.13 0.57 -0.05 0.400
H -2.30 -0.61 0.97 0.261
H -2.47 -0.90 -0.75 0.305
H -1.49 2.63 -0.06 0.333
H 0.30 2.19 -0.43 0.370
```

Calculated values
Relative energy (zero: lowest compared OMol25 entry of this formula, charge and spin) in kcal per mole: 130.1
Net charge: 0

The following is a DFT calculation (ωB97M-V/def2-TZVPD) of 7 unconnected molecules or ions with the total composition C28H71BrCl2F5O27P8 in a non-equilibrium geometry.

```
142
Properties=species:S:1:pos:R:3:mulliken_charge:R:1
C -2.99 1.70 4.67 -1.655
C -3.16 2.40 3.32 -0.403
F -2.91 3.76 3.39 0.005
C -2.49 1.68 2.15 -1.728
C -1.08 2.09 1.68 2.328
C -0.53 0.94 0.77 -2.202
C -1.54 0.12 -0.03 0.726
C -2.14 0.89 -1.23 -1.165
Cl -0.54 -1.23 -0.78 -0.240
O -0.30 1.85 2.87 -0.214
P 0.29 3.20 3.74 -0.223
Br 1.08 1.75 5.50 -0.399
O -0.27 4.23 2.48 -0.225
C -0.68 3.55 1.31 0.389
P 0.93 3.76 0.21 -0.131
O 1.46 5.19 0.77 -0.165
Cl 2.41 2.43 0.81 -0.256
C -1.68 4.60 0.65 0.754
F -1.71 5.73 1.38 -0.232
F -1.19 5.01 -0.57 -0.375
C -3.15 4.22 0.40 0.278
F -3.29 3.54 -0.76 -0.268
F -3.82 5.40 0.18 -0.350
H -3.74 2.12 5.33 0.446
H -1.98 1.75 5.05 0.239
H -3.30 0.67 4.50 0.442
H -4.23 2.32 3.14 0.409
H -3.18 1.76 1.31 0.079
H -2.41 0.64 2.45 0.851
H 0.02 0.26 1.39 0.277
H 0.17 1.31 0.03 0.538
H -2.29 -0.41 0.53 0.475
H -2.10 0.30 -2.14 0.666
H -3.16 1.17 -0.98 0.204
H -1.50 1.76 -1.37 0.051
H 1.63 3.08 3.30 0.017
H 0.77 4.42 4.39 0.027
H -0.82 3.33 4.60 -0.077
H 2.05 5.01 1.51 0.255
H -3.67 3.76 1.22 0.084
C -1.00 -2.98 -6.96 -0.718
O 0.14 -2.10 -6.85 -0.285
P -0.08 -0.71 -6.00 0.992
O -1.07 0.01 -6.84 -0.716
O 1.44 -0.23 -6.26 -0.303
C 1.90 -0.05 -7.60 -0.673
O -0.14 0.01 -4.56 -0.183
C -0.40 1.41 -4.53 -0.470
H -0.64 -3.98 -7.15 0.219
H -1.60 -2.98 -6.04 0.328
H -1.62 -2.66 -7.79 0.306
H 1.09 0.26 -8.25 0.338
H 2.34 -0.98 -7.97 0.209
H 2.67 0.72 -7.58 0.247
H -1.47 1.59 -4.63 0.249
H 0.14 1.94 -5.32 0.336
H -0.07 1.78 -3.56 0.112
C -3.00 6.76 3.72 -0.624
O -3.30 7.91 4.55 -0.435
P -3.01 9.39 3.93 1.150
O -1.53 9.41 3.77 -0.641
O -3.53 10.13 5.28 -0.332
C -2.87 9.86 6.51 -0.627
O -3.56 10.60 2.99 -0.416
C -2.73 11.76 2.92 -0.514
H -3.61 5.93 4.06 0.188
H -3.22 6.96 2.67 0.278
H -1.95 6.50 3.83 0.375
H -1.82 9.65 6.35 0.342
H -3.35 9.02 7.02 0.233
H -2.97 10.75 7.13 0.232
H -1.93 11.60 2.20 0.232
H -2.32 12.02 3.89 0.267
H -3.37 12.57 2.56 0.229
C 1.48 -1.31 6.98 -0.383
O 2.57 -2.14 7.45 -0.364
P 3.93 -2.16 6.55 1.119
O 3.49 -2.80 5.28 -0.646
O 4.66 -3.18 7.57 -0.336
C 4.08 -4.46 7.80 -0.625
O 5.33 -1.43 6.19 -0.405
C 6.16 -2.09 5.24 -0.522
H 0.85 -1.06 7.83 0.285
H 1.83 -0.38 6.52 -0.148
H 0.89 -1.86 6.25 0.305
H 3.56 -4.82 6.92 0.334
H 3.39 -4.41 8.65 0.228
H 4.89 -5.15 8.05 0.235
H 5.82 -1.88 4.23 0.234
H 6.19 -3.17 5.41 0.273
H 7.17 -1.69 5.37 0.231
C -0.08 -4.03 -2.53 -0.667
O 0.05 -4.67 -3.83 -0.063
P 0.17 -6.31 -3.84 0.854
O 1.45 -6.56 -3.13 -0.641
O 0.30 -6.34 -5.45 -0.326
C 1.40 -5.67 -6.06 -0.374
O -0.63 -7.71 -3.82 -0.311
C 0.16 -8.89 -3.92 -0.517
H -0.56 -3.07 -2.68 0.041
H -0.67 -4.63 -1.85 0.386
H 0.92 -3.87 -2.11 0.373
H 2.28 -5.68 -5.41 0.342
H 1.14 -4.64 -6.30 -0.039
H 1.64 -6.20 -6.99 0.251
H 0.58 -9.14 -2.95 0.249
H 0.95 -8.78 -4.65 0.281
H -0.50 -9.70 -4.23 0.191
C 2.31 7.72 -1.16 -0.562
O 3.58 7.16 -1.56 -0.292
P 4.83 7.23 -0.44 1.189
O 4.91 8.74 -0.46 -0.717
O 5.84 6.52 -1.47 -0.287
C 5.97 7.03 -2.79 -0.646
O 5.76 6.91 0.86 -0.412
C 6.87 7.78 1.08 -0.545
H 1.52 7.30 -1.77 0.224
H 2.10 7.50 -0.12 0.190
H 2.35 8.80 -1.31 0.309
H 5.81 8.11 -2.82 0.335
H 5.26 6.53 -3.45 0.230
H 6.98 6.81 -3.13 0.249
H 6.55 8.69 1.57 0.240
H 7.38 8.01 0.15 0.263
H 7.56 7.24 1.74 0.229
C -3.29 -11.08 -2.30 -0.696
O -4.06 -12.14 -2.90 -0.304
P -3.30 -13.57 -3.14 1.035
O -2.24 -13.22 -4.13 -0.627
O -4.61 -14.23 -3.80 -0.312
C -5.17 -13.65 -4.97 -0.605
O -2.83 -14.98 -2.50 -0.385
C -2.17 -15.89 -3.38 -0.505
H -3.98 -10.38 -1.83 0.277
H -2.61 -11.46 -1.54 0.313
H -2.72 -10.55 -3.06 0.268
H -4.40 -13.19 -5.59 0.331
H -5.92 -12.90 -4.71 0.233
H -5.66 -14.44 -5.53 0.238
H -1.12 -15.62 -3.48 0.234
H -2.65 -15.91 -4.36 0.273
H -2.24 -16.87 -2.92 0.234
```

Calculated values
Net charge: -1

Results for E: -68859.284 -80598.007 -11406.445 -268458.662 (in eV, following the order of the records).